# C30H86O36P6S4

10 unconnected molecules or ions with the total composition C30H86O36P6S4 in a non-equilibrium geometry (ωB97M-V with the def2-TZVPD basis set, the Open Molecules 2025 dataset).

electronic energy	-205298.66615	eV
HOMO level	-10.51	eV
structure (SMILES)	CCOS(C)(=O)=O.CCOS(C)(=O)=O.CCOS(C)(=O)=O.CCOS(C)(=O)=O.COP(=O)(OC)OC.COP(=O)(OC)OC.COP(=O)(OC)OC.COP(=O)(OC)OC.COP(=O)(OC)OC.COP(=O)(OC)OC

Structure (XYZ):
```
162
Properties=species:S:1:pos:R:3:forces:R:3
C -0.787369 -11.810173 -0.252125 -1.44 -0.09 -0.67
C -1.425536 -10.698348 0.585455 0.42 -1.22 -0.37
O -1.492619 -9.470318 -0.152176 0.47 0.99 0.70
S -1.570739 -8.069356 0.679874 -1.30 -0.82 0.39
C -3.299559 -7.644215 0.317885 1.45 -1.16 0.22
O -1.472450 -8.332298 2.098079 0.45 0.24 -1.11
O -0.715121 -7.165734 -0.021729 0.09 -0.15 0.32
H -1.324974 -12.056099 -1.174857 -0.17 0.59 -0.06
H -0.994931 -12.719415 0.316660 0.91 -0.06 0.24
H 0.235507 -11.621638 -0.563475 0.19 -0.15 0.56
H -2.440998 -10.982118 0.859856 0.00 -0.01 0.15
H -0.792869 -10.662171 1.470628 -0.27 0.75 0.15
H -3.446544 -6.586189 0.496118 -0.12 0.03 -0.27
H -3.876539 -8.283180 0.981563 -0.17 0.20 0.05
H -3.366303 -8.038931 -0.693031 -0.55 0.67 -0.20
C 4.953826 2.996606 -2.729083 0.96 -0.23 -1.34
C 3.740609 2.906166 -1.842718 0.48 -0.43 0.10
O 3.914485 3.650136 -0.614622 0.20 0.83 -0.28
S 3.539386 5.220149 -0.702177 -0.11 0.39 1.70
C 1.757343 5.086211 -0.256270 2.12 0.52 0.26
O 4.263840 5.858022 0.395955 -1.05 -1.05 -1.59
O 3.681876 5.701339 -2.050977 -0.03 -0.26 0.52
H 5.932807 2.945461 -2.248219 -0.35 0.28 0.71
H 4.970387 3.859144 -3.394469 -0.17 0.23 0.33
H 5.055563 2.149079 -3.418748 -0.66 -0.15 0.10
H 2.832572 3.245652 -2.342439 0.02 -0.11 -0.08
H 3.626057 1.873539 -1.512961 -0.21 0.11 0.11
H 1.604506 5.964820 0.365879 -0.40 0.16 -0.31
H 1.744599 4.221063 0.400719 -0.44 -0.19 -0.29
H 1.200410 5.061942 -1.182866 -0.31 -0.19 0.24
C 4.860819 -3.036517 2.924489 -1.09 -0.20 0.04
C 5.295286 -1.756737 2.218375 0.38 -0.94 1.33
O 4.969045 -1.767852 0.816414 0.56 0.95 0.08
S 5.884461 -0.723404 -0.042900 -1.36 -0.75 -0.78
C 5.036453 -0.848182 -1.561565 -0.45 -1.20 -0.55
O 5.655629 0.628601 0.391314 0.77 -0.37 0.74
O 7.167170 -1.340756 -0.227181 -0.11 0.81 0.63
H 4.669252 -2.879278 3.989403 0.66 0.36 0.07
H 5.621217 -3.804548 2.811026 -0.24 -0.21 -0.06
H 3.867734 -3.404876 2.647720 0.23 -0.05 -0.67
H 4.895711 -0.894580 2.749554 -0.10 0.31 -0.46
H 6.373429 -1.816044 2.373320 0.17 0.77 -0.44
H 5.762573 -0.541038 -2.310927 -0.19 0.09 -0.12
H 4.080535 -0.336925 -1.623771 0.28 0.51 0.27
H 4.754609 -1.894331 -1.700466 0.40 -0.07 -0.13
C 0.311731 -1.207782 4.211074 0.34 0.28 0.25
C 0.160863 0.207126 4.718844 0.17 -0.08 0.14
O -1.112559 0.343600 5.410131 0.16 0.26 0.93
S -1.008087 0.429568 7.014180 0.08 -0.97 0.40
C -0.457825 2.112695 7.271637 -0.46 -0.15 -0.21
O -2.338088 0.207727 7.531800 1.00 0.60 -0.68
O 0.050940 -0.461645 7.454257 -0.67 0.81 -0.38
H 0.627689 -1.901732 4.990336 -0.12 0.17 0.21
H 1.128637 -1.165505 3.486953 -0.35 -0.37 -0.39
H -0.644793 -1.561024 3.830583 0.24 -0.05 -0.50
H 0.996042 0.460459 5.372488 -0.16 0.09 0.11
H 0.164099 0.957331 3.928491 -0.25 -0.14 -0.13
H 0.524438 2.245595 6.820715 0.11 -0.12 0.12
H -0.460833 2.293094 8.343899 0.16 -0.13 0.02
H -1.159938 2.797267 6.798698 -0.12 -0.15 -0.03
C -1.636108 3.870324 -2.729049 -1.58 0.07 -0.82
O -0.953541 4.897934 -2.024698 0.49 0.65 0.50
P -1.462775 6.421772 -2.121135 -0.19 -0.17 -0.86
O -1.866675 6.942998 -3.447517 0.27 -0.65 1.18
O -2.659905 6.440999 -1.076073 -0.08 0.07 -0.11
C -2.364169 6.203057 0.304744 0.34 0.65 0.47
O -0.248136 7.179882 -1.418608 -0.69 -0.24 -0.32
C -0.084893 8.612633 -1.656304 -0.30 -0.62 0.45
H -1.892206 2.953806 -2.192298 1.20 0.12 0.74
H -1.098257 3.673788 -3.651652 -0.11 -0.17 -0.03
H -2.663894 4.178303 -2.957555 0.25 0.45 -0.50
H -2.485429 7.151505 0.832637 -0.21 -0.05 0.02
H -1.321960 5.925358 0.461991 -0.09 -0.35 -0.12
H -3.027865 5.459942 0.736082 -0.02 -0.10 -0.25
H 0.828194 8.672151 -2.235748 0.00 0.57 0.03
H -0.045937 9.073112 -0.671697 0.53 0.01 -0.01
H -0.948543 9.064321 -2.140286 0.09 -0.29 -0.45
C 1.953142 -0.114810 0.654039 0.37 0.24 -0.58
O 0.655650 -0.698650 0.504533 0.21 -1.55 -0.45
P 0.518341 -1.888313 -0.586080 -0.63 0.38 0.63
O 1.769077 -2.464979 -1.093151 -0.45 0.20 0.04
O -0.504627 -2.887780 0.143183 0.84 1.65 0.12
C -0.882391 -4.129727 -0.427034 0.47 -0.94 0.21
O -0.332541 -1.152289 -1.719184 0.48 -0.33 -0.48
C -1.534617 -0.513948 -1.384099 -2.34 -0.68 1.31
H 2.275339 -0.195605 1.689670 -0.21 0.38 0.08
H 1.893632 0.894085 0.243910 -0.06 0.26 0.63
H 2.729395 -0.589346 0.053950 -0.29 -0.49 0.05
H -0.411005 -4.290227 -1.395921 -0.51 0.17 -0.22
H -1.972246 -4.189083 -0.405571 0.09 0.08 -0.48
H -0.503048 -4.940649 0.194194 -0.02 0.24 0.17
H -2.350675 -1.233146 -1.173725 0.43 -0.49 -0.34
H -1.993891 0.075440 -2.174663 0.95 0.36 -0.23
H -1.533585 -0.010771 -0.414549 0.68 0.71 -0.41
C 3.673617 2.475653 2.452880 -1.03 -1.49 -0.71
O 3.984607 1.669534 3.613429 0.70 1.22 0.39
P 3.897888 2.332349 5.051538 -0.39 -2.05 1.74
O 2.559956 2.575808 5.643830 0.48 0.37 -0.98
O 4.921416 3.519626 5.057608 -0.23 -0.43 -0.41
C 5.328126 4.082536 6.301029 -0.64 0.25 1.06
O 4.641066 1.193511 5.920082 0.05 0.85 -0.40
C 4.035130 -0.071705 6.184166 -0.28 0.22 -0.19
H 3.519218 1.687321 1.714721 -0.30 0.39 -0.20
H 4.437438 3.094973 1.986109 0.31 0.28 0.98
H 2.723852 2.957504 2.691424 0.16 0.44 -0.48
H 6.371548 4.350050 6.169859 -0.14 0.28 0.27
H 5.174824 3.424708 7.163470 0.51 -0.60 -0.46
H 4.647979 4.885001 6.605755 0.45 0.49 -0.69
H 4.083227 -0.670876 5.273274 0.23 -0.27 0.17
H 2.981245 -0.005824 6.465486 0.04 0.33 0.10
H 4.588827 -0.486245 7.020838 0.04 -0.30 -0.19
C 1.800306 -4.986904 -3.570758 0.99 1.04 1.89
O 0.684212 -5.856486 -3.586293 -1.32 -0.03 -0.46
P -0.585389 -5.477648 -4.495416 1.29 -0.60 -0.52
O -0.255618 -5.091131 -5.869454 -0.33 -0.29 0.12
O -1.486792 -6.792307 -4.389932 0.27 1.58 0.31
C -1.901040 -7.329039 -3.122600 -0.28 -1.71 -0.95
O -1.288231 -4.303468 -3.698688 -0.03 -0.09 0.11
C -2.302886 -3.567699 -4.388352 -0.41 0.96 0.30
H 2.728865 -5.550451 -3.472109 -0.16 -0.33 -0.99
H 1.852844 -4.451850 -2.610639 -0.64 0.05 -0.07
H 1.801096 -4.192812 -4.313332 0.01 -0.50 -0.52
H -2.940063 -7.118059 -2.856729 0.18 0.84 -0.14
H -1.202453 -7.181902 -2.305409 0.06 0.21 -0.11
H -1.949755 -8.381586 -3.422533 0.21 -0.16 0.83
H -2.011560 -2.533913 -4.592765 0.57 -0.14 0.22
H -3.125923 -3.489269 -3.677325 -0.30 -0.28 -0.37
H -2.568656 -3.961367 -5.367076 -0.13 -0.49 0.24
C -5.121639 2.710398 -0.508268 -0.05 0.15 0.25
O -4.836330 2.122877 0.767910 0.41 -0.57 0.37
P -3.398017 2.271715 1.467388 0.54 -0.81 -1.13
O -2.250345 2.286982 0.534284 -0.89 0.56 0.44
O -3.597826 3.555092 2.347760 0.67 0.08 0.30
C -4.796582 3.801113 3.061415 -1.32 0.76 0.24
O -3.286011 1.079101 2.504587 -0.79 0.93 0.03
C -3.397206 -0.275955 2.149810 -0.78 -1.65 -0.09
H -5.950175 3.408485 -0.392111 0.02 0.01 0.08
H -5.442040 1.912154 -1.172000 0.17 0.03 -0.11
H -4.251190 3.249363 -0.880621 0.01 -0.14 -0.22
H -5.262039 4.726554 2.706904 0.36 0.03 -0.25
H -4.639976 3.966883 4.125905 0.47 -0.40 -0.05
H -5.568442 3.049614 2.905161 0.31 -0.34 0.09
H -4.320539 -0.736584 2.521412 -0.03 0.56 0.47
H -2.593179 -0.846652 2.609617 0.25 0.24 -0.23
H -3.495188 -0.509512 1.085927 0.66 0.59 -0.16
C -4.812017 0.918831 -3.777503 0.19 -1.02 1.21
O -3.995678 1.048364 -4.929383 0.32 1.08 -0.42
P -4.312347 2.232648 -5.951711 -0.58 1.25 -0.95
O -5.739878 2.562001 -6.165421 1.20 -0.52 0.41
O -3.561189 1.817728 -7.288999 -0.03 -0.14 0.86
C -2.116075 1.640995 -7.275524 -0.93 -0.23 -1.09
O -3.418096 3.482270 -5.447020 -1.18 -0.84 0.35
C -3.924155 4.797684 -5.819464 1.57 0.15 0.50
H -5.395592 0.013806 -3.950041 -0.44 0.35 0.26
H -5.396873 1.773296 -3.436482 -0.26 0.16 -0.99
H -4.187366 0.734071 -2.894052 0.35 -0.20 -0.38
H -1.785166 1.227840 -6.328095 0.21 0.04 -0.05
H -1.630407 2.568643 -7.570449 0.01 0.14 0.47
H -1.992686 0.955604 -8.112979 0.48 -0.25 0.33
H -4.920670 5.011556 -5.448488 -0.18 -0.38 -0.31
H -3.769001 4.908989 -6.890489 -0.52 0.17 -0.05
H -3.222313 5.454469 -5.302023 -0.15 0.23 -0.14
```
Forces are in eV/Å.